The following is a quantum chemistry calculation of a single C5H7N molecule, from the Open Molecules 2025 dataset.

CARTESIAN COORDINATES (ANGSTROEM)
1 C -0.35 0.10 2.61
2 C -0.94 0.35 1.49
3 C -1.38 0.72 0.31
4 C -0.49 0.42 -0.82
5 N 0.50 -0.35 -0.61
6 C 1.36 -0.72 -1.69
7 H -0.11 -0.89 2.98
8 H -0.26 0.98 3.23
9 H -2.39 1.12 0.18
10 H -0.76 0.79 -1.81
11 H 1.35 -1.81 -1.78
12 H 2.39 -0.43 -1.43
13 H 1.09 -0.27 -2.66

As for the max |F|: 0.93 eV/Å. As for the spin multiplicity: 1. As for the SMILES: C=C=C/C=N/C. The HOMO energy comes out at -8.81 eV.

---

The following is a quantum chemistry calculation of C31H39AsBI2N7O4Sc as an isolated structure, from the Open Molecules 2025 dataset.

CARTESIAN COORDINATES (ANGSTROEM)
1 Sc -0.30 0.08 -0.07
2 C -3.04 2.56 0.84
3 C -3.28 1.51 -0.20
4 C -4.48 1.16 -0.80
5 C -4.18 0.15 -1.70
6 C -5.08 -0.61 -2.61
7 N -2.86 -0.09 -1.61
8 N -2.30 0.75 -0.69
9 B -1.97 -0.96 -2.54
10 N -0.80 -0.08 -3.05
11 N 0.13 0.43 -2.19
12 C 1.04 1.07 -2.92
13 C 2.20 1.76 -2.28
14 C 0.71 0.98 -4.27
15 C -0.46 0.24 -4.31
16 C -1.27 -0.17 -5.50
17 N -1.34 -2.17 -1.77
18 N -0.30 -1.96 -0.90
19 C 0.24 -3.15 -0.64
20 C 1.43 -3.30 0.25
21 C -0.46 -4.14 -1.33
22 C -1.44 -3.48 -2.04
23 C -2.48 -4.03 -2.97
24 H -3.96 3.10 1.04
25 H -2.29 3.27 0.50
26 H -2.70 2.13 1.79
27 H -5.45 1.60 -0.62
28 H -6.11 -0.28 -2.46
29 H -5.03 -1.68 -2.42
30 H -4.82 -0.45 -3.66
31 H -2.63 -1.37 -3.45
32 H 2.27 1.54 -1.22
33 H 2.12 2.85 -2.39
34 H 3.14 1.45 -2.75
35 H 1.24 1.39 -5.11
36 H -0.81 0.23 -6.41
37 H -2.29 0.20 -5.44
38 H -1.32 -1.26 -5.59
39 H 1.80 -2.33 0.61
40 H 2.24 -3.79 -0.29
41 H 1.20 -3.91 1.12
42 H -0.26 -5.20 -1.34
43 H -2.46 -5.12 -2.92
44 H -2.29 -3.74 -4.00
45 H -3.48 -3.69 -2.70
46 O 0.12 2.07 0.49
47 C 0.27 2.54 1.64
48 C 0.49 1.77 2.81
49 C 0.46 2.43 4.05
50 C 0.66 1.71 5.19
51 C 0.94 0.34 5.15
52 C 1.01 -0.31 3.94
53 C 0.76 0.38 2.74
54 O 0.77 -0.25 1.60
55 N 0.57 2.39 6.50
56 O 0.66 1.70 7.49
57 O 0.44 3.60 6.49
58 H 0.25 3.63 1.75
59 H 0.27 3.50 4.11
60 H 1.12 -0.18 6.08
61 H 1.26 -1.36 3.89
62 I 4.31 -0.02 1.60
63 I 4.20 -2.29 2.97
64 C -3.73 -2.15 0.96
65 As -2.12 -1.35 1.68
66 C -2.90 -0.44 3.21
67 C -1.29 -2.95 2.47
68 C -2.03 -3.53 3.63
69 C -2.94 -4.58 3.44
70 C -3.64 -5.11 4.52
71 C -3.44 -4.60 5.79
72 C -2.53 -3.57 5.99
73 C -1.84 -3.04 4.92
74 H -4.21 -2.74 1.73
75 H -3.46 -2.80 0.12
76 H -4.40 -1.37 0.61
77 H -3.42 -1.16 3.85
78 H -3.62 0.28 2.84
79 H -2.14 0.08 3.79
80 H -0.27 -2.68 2.74
81 H -1.23 -3.65 1.63
82 H -3.09 -4.98 2.45
83 H -4.33 -5.92 4.36
84 H -3.98 -5.02 6.63
85 H -2.37 -3.17 6.99
86 H -1.13 -2.23 5.08

As for the max |F|: 0.46 eV/Å. As for the spin multiplicity: 1. Its total charge is +1. The HOMO energy comes out at -11.01 eV.

---

The following is a quantum chemistry calculation of a 2-piece molecular cluster, C5H9N2O overall, from the Open Molecules 2025 dataset.

CARTESIAN COORDINATES (ANGSTROEM)
1 C -1.16 -1.17 -1.40
2 C 0.99 1.18 1.51
3 C 0.06 0.02 1.50
4 C -0.16 1.21 0.56
5 C 0.25 -0.10 0.00
6 N -2.38 -1.35 -0.92
7 N 1.50 -0.04 -0.80
8 O -0.46 -1.39 -2.36
9 H 0.83 1.79 2.35
10 H 2.05 1.11 1.28
11 H -0.38 -0.54 2.35
12 H -0.88 2.07 0.45
13 H -2.59 -1.14 0.04
14 H -3.12 -1.81 -1.47
15 H 2.06 0.71 -0.43
16 H 1.31 0.25 -1.76
17 H 2.08 -0.81 -0.91

As for the max |F|: 5.44 eV/Å. As for the spin multiplicity: 1. Its total charge is +1. The HOMO energy comes out at -13.11 eV.

---

The following is a quantum chemistry calculation of a 9-piece molecular cluster, C25H66BrNO10S8Si overall, from the Open Molecules 2025 dataset.

CARTESIAN COORDINATES (ANGSTROEM)
1 C 0.22 1.78 -0.56
2 Si 0.48 0.44 -1.93
3 C 0.91 1.37 -3.56
4 C -1.24 -0.38 -2.22
5 O 1.72 -0.74 -1.48
6 C 1.05 -1.96 -1.12
7 C 2.07 -3.06 -0.48
8 C 1.31 -4.48 -0.66
9 C 2.01 -5.81 -0.09
10 O 3.04 -6.41 -0.46
11 N 1.20 -6.37 1.04
12 C 0.21 -5.31 1.40
13 C -0.15 -4.61 -0.01
14 Br -1.17 -5.69 -1.32
15 H 0.78 2.72 -0.88
16 H -0.90 2.03 -0.56
17 H 0.54 1.42 0.48
18 H 1.33 2.41 -3.32
19 H 1.60 0.80 -4.25
20 H -0.10 1.57 -4.08
21 H -1.09 -1.22 -3.00
22 H -2.02 0.38 -2.54
23 H -1.57 -0.86 -1.24
24 H 0.62 -2.48 -2.06
25 H 0.23 -1.82 -0.31
26 H 3.08 -3.03 -0.98
27 H 2.14 -2.76 0.63
28 H 1.26 -4.56 -1.79
29 H 0.58 -7.12 0.68
30 H -0.82 -5.60 1.80
31 H 0.79 -4.52 1.97
32 H -0.72 -3.68 0.30
33 C 4.79 -0.14 -0.71
34 S 5.32 -1.47 0.39
35 O 4.39 -1.47 1.57
36 C 6.86 -0.69 0.91
37 H 3.82 -0.41 -1.13
38 H 4.71 0.79 -0.16
39 H 5.51 -0.04 -1.52
40 H 6.65 0.28 1.37
41 H 7.52 -0.56 0.05
42 H 7.35 -1.33 1.64
43 C 7.93 -3.65 5.25
44 S 7.17 -2.38 4.22
45 O 6.66 -1.31 5.12
46 C 5.76 -3.38 3.70
47 H 8.83 -3.22 5.72
48 H 7.24 -3.96 6.03
49 H 8.22 -4.50 4.63
50 H 5.20 -3.71 4.57
51 H 6.11 -4.24 3.13
52 H 5.12 -2.77 3.06
53 C -4.51 -2.11 -0.65
54 S -4.05 -1.73 1.06
55 O -2.56 -1.81 1.15
56 C -4.72 -3.25 1.77
57 H -4.16 -1.30 -1.29
58 H -4.05 -3.05 -0.96
59 H -5.60 -2.18 -0.72
60 H -4.24 -4.12 1.31
61 H -5.80 -3.28 1.62
62 H -4.51 -3.24 2.84
63 C -8.30 1.19 -1.69
64 S -7.05 0.74 -0.47
65 O -7.18 -0.73 -0.21
66 C -7.81 1.61 0.91
67 H -8.04 0.71 -2.64
68 H -9.28 0.83 -1.37
69 H -8.31 2.27 -1.82
70 H -8.82 1.23 1.08
71 H -7.84 2.68 0.70
72 H -7.21 1.44 1.80
73 C 5.05 4.65 -2.09
74 S 4.15 3.36 -1.20
75 O 2.88 3.10 -1.94
76 C 3.75 4.37 0.24
77 H 5.37 4.24 -3.05
78 H 4.40 5.51 -2.26
79 H 5.93 4.94 -1.52
80 H 3.18 5.25 -0.07
81 H 4.67 4.67 0.74
82 H 3.14 3.77 0.92
83 C -4.75 5.65 1.47
84 S -5.56 4.34 2.41
85 O -6.85 4.02 1.72
86 C -5.95 5.35 3.86
87 H -4.45 5.25 0.51
88 H -5.44 6.48 1.33
89 H -3.86 5.99 2.01
90 H -6.56 6.20 3.56
91 H -5.02 5.70 4.32
92 H -6.50 4.73 4.57
93 C 8.34 -5.38 -1.58
94 S 7.58 -4.12 -2.62
95 O 7.07 -3.04 -1.72
96 C 6.17 -5.11 -3.13
97 H 9.24 -4.96 -1.12
98 H 7.64 -5.69 -0.80
99 H 8.62 -6.24 -2.20
100 H 5.60 -5.44 -2.26
101 H 6.52 -5.98 -3.70
102 H 5.53 -4.50 -3.77
103 C -8.28 6.14 -0.61
104 S -6.82 6.99 -1.25
105 O -6.12 7.61 -0.08
106 C -7.72 8.31 -2.10
107 H -7.95 5.29 -0.01
108 H -8.87 6.82 0.01
109 H -8.89 5.78 -1.45
110 H -8.34 8.86 -1.38
111 H -8.34 7.88 -2.88
112 H -7.00 8.99 -2.54

As for the max |F|: 4.43 eV/Å. As for the spin multiplicity: 1. The HOMO energy comes out at -8.12 eV.

---

Number 1: gap between HOMO and LUMO 9.67 eV. Number 2: gap between HOMO and LUMO 7.11 eV. Number 3: gap between HOMO and LUMO 9.91 eV. Number 4: gap between HOMO and LUMO 8.48 eV.